{"formula": "C3HClF5NO", "method": "the ωB97M-V functional and the def2-TZVPD basis", "max_force_ev_per_a": 3.07, "spin_multiplicity": 1, "smiles": "[O-][N+]#CC(F)(F)F.FC(F)Cl", "total_charge": 0, "de_lowest_kj_mol": 0.0, "lumo_ev": 0.44, "symbols": ["O", "N", "C", "C", "F", "F", "F", "F", "C", "F", "Cl", "H"], "coordinates": [[2.310, 2.942, 0.741], [2.828, 1.923, 0.469], [3.134, 0.799, 0.482], [3.684, -0.408, -0.093], [5.035, -0.407, -0.029], [3.389, -0.591, -1.325], [3.286, -1.430, 0.607], [-0.395, 1.032, 0.476], [-0.365, -0.260, 0.150], [0.283, -0.413, -0.998], [0.584, -1.152, 1.377], [-1.505, -0.679, 0.114]], "atomic_forces_ev_per_a": [[0.0, 1.5, -0.4], [-0.7, -1.5, 1.0], [0.2, 1.1, -0.5], [1.9, 0.3, 1.3], [0.3, 0.3, 0.2], [-1.0, -0.2, -2.6], [-0.4, -1.6, 0.8], [0.1, 0.1, -0.1], [-2.4, -1.4, 0.9], [-0.2, 0.2, -0.6], [-0.8, 0.2, 0.0], [2.9, 0.9, -0.1]], "lowdin_charge": [0.088, -0.079, 0.119, -0.729, 0.140, 0.219, 0.124, 0.023, -0.797, 0.022, 0.702, 0.171]}

{"formula": "C35H28BN13OSZr", "method": "the ωB97M-V functional and the def2-TZVPD basis", "max_force_ev_per_a": 0.96, "spin_multiplicity": 1, "total_charge": 2, "de_lowest_kj_mol": 398.5, "lumo_ev": -5.88, "symbols": ["Zr", "C", "C", "N", "N", "C", "B", "N", "C", "C", "C", "N", "N", "C", "C", "C", "N", "H", "H", "H", "H", "H", "H", "H", "H", "H", "H", "C", "C", "N", "N", "C", "O", "C", "C", "C", "C", "C", "C", "C", "C", "C", "C", "C", "N", "H", "H", "H", "H", "H", "H", "H", "H", "H", "H", "H", "H", "S", "N", "C", "C", "C", "C", "C", "N", "C", "C", "N", "C", "C", "C", "C", "C", "N", "H", "H", "H", "H", "H", "H"], "coordinates": [[-0.258, -0.061, 0.025], [1.945, -3.985, 1.027], [1.542, -2.752, 1.531], [1.146, -1.931, 0.551], [1.322, -2.640, -0.598], [1.787, -3.869, -0.337], [1.051, -1.995, -1.956], [-1.155, -0.703, -2.711], [-2.487, -1.407, -2.386], [-3.167, -0.370, -1.584], [-2.397, 0.723, -1.547], [-1.133, 0.638, -2.150], [1.825, -0.677, -2.068], [2.747, -0.295, -2.958], [3.209, 0.960, -2.602], [2.495, 1.282, -1.455], [1.653, 0.296, -1.129], [2.321, -4.828, 1.583], [1.564, -2.445, 2.559], [1.994, -4.564, -1.136], [1.322, -2.737, -2.849], [-3.028, -1.736, -3.268], [-4.174, -0.469, -1.207], [-2.675, 1.671, -1.109], [3.025, -0.939, -3.779], [3.960, 1.550, -3.100], [2.561, 2.174, -0.854], [-2.879, -3.904, 0.114], [-1.984, -2.789, -0.290], [-1.633, -1.814, 0.453], [-2.132, -1.687, 1.745], [-2.195, -0.417, 2.044], [-1.803, 0.525, 1.197], [-2.669, -0.005, 3.374], [-2.611, 1.345, 3.721], [-3.007, 1.753, 4.985], [-3.463, 0.814, 5.901], [-3.527, -0.531, 5.555], [-3.132, -0.945, 4.295], [-1.592, -2.542, -1.718], [-1.414, -3.657, -2.710], [-1.041, -3.418, -3.972], [-0.705, -2.118, -4.608], [-0.726, -0.890, -4.099], [-0.460, -1.575, -1.778], [-3.464, -3.623, 0.986], [-3.540, -4.188, -0.706], [-2.281, -4.782, 0.378], [-2.269, 2.065, 2.989], [-2.972, 2.801, 5.254], [-3.779, 1.133, 6.886], [-3.894, -1.256, 6.270], [-3.179, -1.989, 4.013], [-1.607, -4.676, -2.394], [-0.943, -4.273, -4.630], [-0.387, -2.177, -5.642], [-0.450, 0.017, -4.616], [2.127, 5.983, 4.451], [1.976, 4.428, 4.828], [1.541, 3.823, 3.735], [1.259, 2.405, 3.609], [1.339, 1.524, 4.690], [0.962, 0.219, 4.503], [0.593, -0.190, 3.229], [0.588, 0.613, 2.169], [0.850, 1.925, 2.368], [0.598, 2.840, 1.252], [0.100, 2.314, 0.109], [-0.153, 3.133, -0.912], [0.052, 4.505, -0.853], [0.547, 5.051, 0.305], [0.831, 4.208, 1.381], [1.340, 4.700, 2.647], [1.628, 5.961, 2.923], [1.654, 1.900, 5.655], [0.940, -0.489, 5.320], [0.235, -1.192, 3.071], [-0.503, 2.669, -1.822], [-0.178, 5.116, -1.715], [0.725, 6.114, 0.409]], "atomic_forces_ev_per_a": [[0.4, 0.1, -0.2], [0.0, 0.0, 0.0], [0.0, 0.0, 0.0], [0.0, -0.1, -0.3], [-0.1, -0.1, -0.2], [0.1, 0.0, 0.1], [0.1, 0.0, -0.1], [0.0, -0.2, -0.1], [0.2, 0.1, 0.1], [-0.1, -0.1, -0.1], [-0.2, 0.1, -0.5], [0.0, -0.1, 0.4], [0.0, 0.0, -0.1], [0.1, 0.1, 0.0], [0.1, 0.0, 0.0], [0.0, 0.0, 0.0], [0.4, 0.0, -0.4], [0.0, 0.0, 0.0], [0.0, 0.0, 0.0], [0.0, 0.1, 0.0], [0.0, 0.1, 0.0], [0.1, -0.1, -0.1], [0.1, 0.0, 0.0], [0.1, 0.0, 0.1], [0.0, 0.0, 0.1], [0.0, 0.0, 0.0], [0.0, 0.0, 0.0], [0.0, 0.0, 0.0], [0.0, -0.1, -0.2], [-0.2, 0.3, 0.5], [-0.1, 0.0, 0.0], [-0.2, -0.1, 0.0], [-0.7, -0.1, 0.7], [0.0, 0.2, -0.1], [0.0, 0.0, 0.0], [0.0, 0.0, 0.0], [0.0, 0.0, 0.0], [0.0, 0.0, 0.0], [0.0, 0.0, 0.0], [0.0, 0.1, -0.1], [0.0, 0.0, 0.1], [0.0, 0.1, -0.1], [0.0, -0.2, 0.0], [0.0, 0.0, 0.1], [0.1, 0.2, 0.3], [0.0, 0.0, 0.0], [0.0, 0.0, 0.0], [0.0, 0.0, 0.0], [0.0, 0.0, 0.0], [0.0, 0.0, 0.0], [0.0, 0.0, 0.0], [0.0, 0.0, 0.0], [0.0, 0.0, 0.0], [0.0, 0.0, 0.0], [0.0, 0.1, 0.0], [0.0, 0.0, 0.0], [0.0, 0.0, 0.1], [0.0, 0.2, 0.2], [0.1, 0.1, -0.1], [-0.1, -0.2, -0.1], [0.1, 0.1, 0.1], [0.0, 0.1, 0.1], [0.0, 0.0, 0.1], [0.0, 0.1, -0.1], [0.1, 0.0, -0.1], [-0.1, -0.1, -0.1], [0.0, -0.2, -0.1], [-0.1, -0.1, 0.0], [0.1, -0.1, 0.0], [0.0, 0.1, 0.0], [0.0, 0.1, 0.1], [0.1, 0.2, 0.1], [-0.1, -0.1, -0.1], [0.1, -0.1, 0.0], [0.0, 0.0, 0.0], [0.0, 0.0, 0.0], [0.0, -0.1, 0.0], [0.0, 0.0, 0.0], [0.0, 0.0, 0.0], [0.0, 0.0, 0.0]], "lowdin_charge": [1.894, -0.012, -0.106, -0.033, -0.031, -0.030, -0.551, -0.148, -0.059, -0.016, -0.187, -0.030, -0.023, -0.030, -0.010, -0.105, -0.087, 0.114, 0.099, 0.141, 0.129, 0.168, 0.133, 0.129, 0.141, 0.114, 0.116, 0.030, -0.221, -0.069, 0.128, -0.417, -0.257, -0.168, -0.024, -0.057, -0.052, -0.053, -0.016, -0.259, 0.013, -0.042, -0.022, 0.014, 0.001, 0.087, 0.101, 0.110, 0.113, 0.112, 0.116, 0.115, 0.114, 0.131, 0.124, 0.129, 0.140, 1.096, -0.192, -0.303, -0.062, 0.052, 0.010, -0.119, 0.032, -0.126, -0.133, 0.009, -0.111, 0.003, 0.050, -0.064, -0.304, -0.193, 0.137, 0.130, 0.091, 0.093, 0.127, 0.136]}

{"formula": "C4H15N2OS", "method": "the ωB97M-V functional and the def2-TZVPD basis", "max_force_ev_per_a": 9.71, "spin_multiplicity": 2, "total_charge": 0, "de_lowest_kj_mol": 141.3, "s2": 0.75, "lumo_ev": [0.53, 0.38], "symbols": ["N", "C", "C", "C", "S", "C", "N", "H", "H", "H", "H", "H", "H", "H", "H", "H", "H", "H", "H", "H", "H", "H", "O"], "coordinates": [[-1.385, -0.101, 1.109], [-0.096, -0.647, 0.478], [0.950, 0.474, 0.443], [2.428, -0.112, 0.400], [3.614, 1.073, -0.401], [-0.377, -1.134, -1.066], [-1.380, -2.212, -0.984], [-1.232, 0.271, 2.118], [-2.097, -0.895, 1.118], [-1.815, 0.587, 0.500], [0.015, -1.464, 1.191], [1.028, 1.041, 1.419], [0.763, 1.194, -0.240], [2.665, -0.971, -0.290], [2.658, -0.551, 1.326], [3.487, 2.250, 0.171], [-0.814, -0.262, -1.686], [0.580, -1.350, -1.497], [-2.003, -2.063, -1.750], [-0.940, -3.039, -1.018], [-1.429, 2.870, -0.915], [-2.705, 2.671, -0.237], [-1.915, 2.372, -0.188]], "atomic_forces_ev_per_a": [[-0.3, -1.6, -0.8], [-1.3, 1.3, -1.5], [2.5, -2.8, 4.3], [-0.7, 0.6, -2.8], [0.2, -1.3, -0.2], [-1.6, 1.7, 2.4], [-0.7, 4.3, -0.1], [-0.2, -0.1, -0.5], [0.7, 0.6, 0.4], [0.0, 0.9, 0.0], [1.2, -0.4, -0.5], [-0.7, -0.6, -0.8], [-0.6, 1.9, -2.7], [-0.9, 0.7, 0.2], [0.7, 0.2, 1.6], [-0.5, 0.4, 0.8], [0.7, -1.2, 1.3], [0.5, -0.6, -0.3], [-0.5, -0.6, -0.4], [1.5, -3.8, -0.3], [-0.7, -0.9, 1.3], [-8.8, 3.2, -0.3], [9.4, -2.1, -1.1]], "lowdin_spin": [0.176, 0.081, 0.044, 0.009, 0.010, 0.029, 0.028, 0.206, 0.114, 0.048, 0.043, 0.036, 0.007, 0.000, 0.004, 0.000, 0.012, 0.002, 0.007, 0.003, 0.023, 0.021, 0.096]}

{"formula": "C22H16N5O10S", "method": "the ωB97M-V functional and the def2-TZVPD basis", "max_force_ev_per_a": 2.69, "spin_multiplicity": 1, "total_charge": -1, "de_lowest_kj_mol": 37.3, "lumo_ev": 1.02, "symbols": ["O", "N", "O", "C", "C", "C", "C", "C", "C", "N", "O", "O", "C", "H", "H", "H", "H", "H", "C", "C", "C", "C", "C", "S", "O", "O", "N", "C", "C", "C", "N", "O", "O", "C", "C", "C", "C", "N", "O", "O", "C", "C", "C", "H", "H", "H", "H", "H", "H", "H", "H", "H", "H", "H"], "coordinates": [[-5.578, 0.612, 3.538], [-5.799, -0.622, 3.567], [-6.914, -1.134, 3.838], [-4.736, -1.538, 3.240], [-4.918, -2.911, 3.514], [-3.892, -3.815, 3.233], [-2.797, -3.392, 2.493], [-2.648, -2.023, 2.104], [-1.442, -1.663, 1.423], [-0.702, -0.586, 1.831], [0.558, -0.799, 1.904], [-1.212, 0.562, 1.976], [-3.603, -1.086, 2.547], [-5.844, -3.230, 3.988], [-3.941, -4.835, 3.617], [-1.952, -4.041, 2.264], [-0.849, -2.429, 0.935], [-3.479, -0.032, 2.311], [5.225, 1.287, 1.972], [3.985, 1.811, 1.296], [4.055, 2.746, 0.256], [2.910, 3.184, -0.411], [1.668, 2.696, 0.008], [0.196, 2.845, -0.949], [-1.012, 3.027, -0.203], [0.507, 3.554, -2.151], [0.061, 1.145, -1.394], [0.673, 0.603, -2.539], [1.780, 1.022, -3.240], [2.243, 0.198, -4.268], [3.609, 0.355, -4.655], [4.143, -0.509, -5.381], [4.238, 1.341, -4.198], [1.454, -0.898, -4.713], [0.303, -1.285, -4.018], [-0.079, -0.544, -2.902], [-1.182, -0.629, -1.949], [-2.433, -1.220, -2.217], [-2.600, -1.828, -3.299], [-3.335, -1.070, -1.354], [-0.967, 0.335, -0.975], [1.565, 1.897, 1.142], [2.718, 1.392, 1.723], [4.959, 0.472, 2.658], [5.931, 0.915, 1.220], [5.726, 2.077, 2.548], [5.038, 3.105, -0.050], [2.983, 3.838, -1.273], [2.317, 1.915, -2.964], [1.776, -1.442, -5.593], [-0.283, -2.156, -4.313], [-1.629, 0.544, -0.154], [0.589, 1.597, 1.505], [2.611, 0.642, 2.511]], "atomic_forces_ev_per_a": [[-0.5, -2.6, 0.1], [-1.8, 1.4, 0.3], [1.9, 1.3, -0.3], [1.2, -1.5, -0.8], [-0.2, 0.6, 0.5], [0.0, 0.3, -0.3], [0.1, 0.9, 0.0], [-0.6, -0.3, 0.5], [0.5, 0.4, 0.2], [0.4, -1.4, -1.3], [-0.6, 1.0, 0.0], [0.3, -0.3, 0.7], [-0.5, 0.0, 0.2], [0.3, 0.1, 0.0], [-0.1, 0.2, -0.3], [-0.4, -0.1, 0.1], [0.1, 0.0, 0.6], [-0.1, -0.3, 0.1], [0.0, 0.0, -0.1], [-0.6, 0.2, 0.1], [0.0, 0.1, 0.0], [0.0, -0.4, -0.1], [0.3, 0.3, 0.7], [0.1, -1.3, 0.4], [0.8, 0.5, -0.2], [-0.3, -0.1, 0.2], [0.2, 0.5, 0.1], [-1.0, -0.5, 0.1], [0.5, -0.1, 0.1], [-1.8, -0.7, 0.8], [2.5, 0.7, -0.9], [-1.1, 1.4, 1.1], [-1.1, -1.7, -0.9], [0.3, 0.0, 0.3], [0.4, 0.1, -0.6], [-0.4, 0.3, 0.3], [1.6, 0.7, -0.5], [-2.1, -1.1, 0.8], [0.4, 0.9, 1.6], [1.7, -0.3, -1.8], [-0.8, 0.2, -1.9], [0.0, -0.2, -0.3], [0.2, 0.1, 0.2], [0.2, 0.2, -0.2], [0.0, 0.0, 0.2], [-0.1, -0.2, -0.1], [-0.3, 0.0, -0.1], [0.0, -0.1, 0.1], [0.2, -0.1, 0.1], [0.1, -0.1, 0.3], [0.2, 0.4, -0.1], [0.1, 0.4, 0.3], [0.0, -0.2, 0.0], [0.0, 0.3, -0.2]], "lowdin_charge": [0.051, -0.317, 0.023, -0.160, -0.031, -0.090, -0.031, -0.192, -0.093, -0.422, -0.077, -0.077, 0.059, 0.104, 0.100, 0.108, 0.110, 0.113, -0.052, -0.258, -0.039, -0.055, -0.283, 0.758, -0.241, -0.263, -0.056, -0.150, 0.080, -0.149, -0.324, 0.048, 0.037, 0.015, 0.006, -0.072, -0.080, -0.315, 0.041, 0.056, 0.049, -0.043, -0.013, 0.078, 0.081, 0.083, 0.115, 0.112, 0.109, 0.112, 0.115, 0.121, 0.082, 0.115]}

no.,energy (eV)
1,-32771.2341
2,-70950.5305
3,-20249.3518
4,-61823.9521